{"formula": "C30H49IN2O3", "method": "the ωB97M-V functional and the def2-TZVPD basis", "e_homo_ha": -0.3167, "orbital_gap_ev": 8.2, "e_tot_ev": -49125.260, "symbols": ["H", "H", "C", "C", "H", "H", "H", "O", "C", "H", "H", "H", "H", "H", "C", "H", "C", "H", "N", "C", "H", "H", "O", "C", "H", "H", "C", "H", "H", "H", "H", "C", "C", "H", "C", "H", "H", "C", "H", "C", "H", "O", "H", "H", "C", "C", "H", "H", "C", "C", "H", "H", "C", "C", "C", "H", "C", "C", "N", "H", "H", "H", "H", "H", "H", "H", "H", "C", "C", "H", "H", "H", "C", "I", "H", "C", "C", "C", "C", "H", "H", "H", "H", "H", "C"], "coordinates": [[-2.19, 4.18, -0.08], [-6.89, -1.60, 0.99], [-5.14, -2.99, 0.86], [-1.28, 3.39, 2.39], [0.33, 3.06, 0.91], [-3.38, -1.66, 0.30], [-1.95, 4.30, -4.19], [1.47, -6.23, -3.39], [-0.52, -1.51, -1.39], [3.49, -5.26, -1.66], [-0.08, -0.90, 3.63], [-0.35, 5.15, -4.31], [0.64, 2.51, 3.16], [2.57, 0.48, -2.65], [-0.62, -3.90, -2.39], [4.32, -1.30, 0.70], [0.81, -4.06, -2.37], [0.92, 1.07, -2.13], [3.04, -4.73, -2.42], [-0.34, 3.91, 1.22], [-0.44, 3.47, -3.66], [-2.15, 1.05, 3.51], [4.04, -2.74, -1.83], [-1.14, 4.55, 0.03], [-0.52, 3.06, 4.41], [0.15, 0.83, 0.47], [-0.26, -0.07, 2.89], [0.30, 4.72, 1.66], [5.89, -1.52, 2.94], [-1.17, 5.67, 0.18], [-6.39, -2.06, -0.71], [-6.02, -1.79, 0.31], [-0.87, 0.35, 0.45], [-2.18, 2.84, 2.01], [-0.42, 4.33, -1.36], [-5.52, -3.93, 0.40], [-0.31, 3.22, -1.55], [2.71, 1.89, -0.98], [-5.37, -0.87, 0.29], [1.74, -5.22, -2.83], [5.92, -0.46, 0.81], [-1.16, 5.02, -2.36], [4.47, 0.54, -1.11], [5.08, 0.01, 3.39], [-3.64, -2.74, 0.41], [1.92, 0.75, -1.76], [-2.15, -0.58, 1.95], [2.93, -0.97, -0.89], [3.00, -3.34, -1.98], [-1.27, -0.22, -0.96], [-2.96, -3.19, 1.19], [4.66, 1.65, 1.71], [-3.38, -3.49, -0.96], [4.98, -0.89, 2.74], [4.15, 0.92, 1.02], [-2.67, -4.33, -0.73], [4.88, -0.46, 1.21], [-0.97, 4.46, -3.66], [-2.73, -2.68, -2.01], [-0.88, 0.87, 4.76], [2.86, 2.72, -1.71], [-3.11, -1.74, -2.09], [-2.39, -0.33, -0.95], [-5.21, -3.08, 1.97], [0.74, 0.34, 2.57], [3.11, 0.80, 1.42], [-0.76, -1.72, 1.41], [1.53, -2.89, -1.84], [1.89, -0.55, -0.86], [-4.30, -4.00, -1.35], [-1.66, 4.33, 2.89], [1.72, -0.32, 0.23], [-1.04, 1.07, 3.66], [-1.77, -5.56, -3.19], [-1.06, 0.58, -1.72], [-0.45, 2.53, 3.42], [4.14, 1.42, -0.48], [0.95, -1.67, -1.37], [-1.29, -2.67, -1.91], [4.10, -1.51, 3.04], [2.06, 2.17, -0.11], [-1.58, 1.20, 0.67], [0.62, 4.76, -1.34], [4.92, 2.21, -0.58], [-1.07, -0.67, 1.65]], "lowdin_charge": [0.115, 0.069, -0.239, -0.208, 0.072, 0.068, 0.090, 0.085, -0.050, 0.155, 0.106, 0.093, 0.103, 0.126, -0.473, 0.089, -0.114, 0.084, 0.136, -0.208, 0.080, 0.107, 0.101, -0.163, 0.103, 0.077, -0.192, 0.120, 0.068, 0.118, 0.072, -0.109, -0.184, 0.093, -0.239, 0.096, 0.102, -0.192, 0.065, -0.395, 0.110, -0.203, 0.108, 0.065, -0.188, -0.162, 0.100, 0.080, -0.359, -0.131, 0.107, 0.107, -0.241, -0.124, -0.213, 0.071, -0.255, -0.120, -0.049, 0.102, 0.108, 0.105, 0.095, 0.099, 0.090, 0.088, 0.109, -0.016, -0.141, 0.110, 0.112, 0.103, -0.194, 0.922, 0.109, -0.197, -0.183, -0.062, -0.209, 0.068, 0.082, 0.108, 0.131, 0.107, -0.173]}